(1)
{
  "formula": "C5H8NOS",
  "method": "ωB97M-V/def2-TZVPD",
  "gap_ev": 10.323,
  "lumo_energy_ev": -4.52,
  "charge": 1,
  "spin_multiplicity": 1,
  "e_above_lowest_kcal_mol": 23.8,
  "homo_energy_ev": -14.8,
  "species": ["C", "C", "C", "C", "C", "N", "O", "S", "H", "H", "H", "H", "H", "H", "H", "H"],
  "coordinates": [[1.9154, -1.3211, 0.7037], [3.1836, -1.0240, 0.4601], [1.5657, 0.7159, -0.2228], [-0.7332, -1.9699, -0.3279], [-0.4021, -0.5687, 0.4149], [1.0151, -0.3697, 0.3275], [-1.1655, 0.4375, -0.2063], [3.3383, 0.5161, -0.2204], [1.6277, -2.1548, 1.2524], [3.9602, -1.6044, 0.7989], [1.1195, 1.5874, -0.5845], [-1.7929, -2.1441, -0.2112], [-0.1114, -2.6934, 0.0962], [-0.4894, -1.9607, -1.3104], [-0.6581, -0.7668, 1.3657], [-1.8116, 0.0143, -0.7602]],
  "forces_ev_per_angstrom": [[-0.21, 0.29, 0.17], [-0.79, 1.47, -0.35], [3.38, -2.37, 1.09], [-0.51, 2.47, 2.94], [-2.03, -2.54, -5.07], [0.87, 2.43, -1.32], [1.65, 0.44, 1.21], [-2.10, 0.73, -0.45], [-0.77, -1.32, 0.63], [1.88, -1.08, 0.38], [-1.06, 0.91, -0.44], [-0.15, -0.37, 0.26], [0.37, -1.54, 0.93], [0.70, 0.53, -3.25], [-0.83, 0.12, 3.72], [-0.41, -0.17, -0.45]]
}



(2)
{
  "formula": "C28H55AgGeN4S2Sb",
  "method": "ωB97M-V/def2-TZVPD",
  "gap_ev": 7.556,
  "lumo_energy_ev": -2.73,
  "charge": 1,
  "spin_multiplicity": 1,
  "e_above_lowest_kcal_mol": 3.6,
  "homo_energy_ev": -10.3,
  "species": ["Ag", "C", "C", "C", "C", "Ge", "C", "C", "C", "C", "H", "H", "H", "H", "H", "H", "H", "H", "H", "H", "H", "H", "H", "H", "H", "H", "H", "H", "H", "N", "C", "S", "C", "C", "C", "N", "C", "C", "H", "H", "H", "H", "H", "H", "C", "N", "C", "N", "S", "H", "H", "H", "H", "H", "H", "C", "C", "Sb", "C", "C", "C", "C", "H", "H", "H", "H", "H", "H", "H", "H", "H", "H", "H", "H", "H", "H", "H", "C", "C", "C", "C", "C", "C", "H", "H", "H", "H", "H", "H", "H", "H", "H"],
  "coordinates": [[0.1651, 0.3295, 0.3889], [-5.0518, 2.6988, -3.0088], [-5.6977, 2.6867, -1.6263], [-5.3264, 1.4823, -0.7599], [-3.8292, 1.3880, -0.4131], [-2.7211, 0.3193, -1.6564], [-2.8178, -1.5914, -1.1579], [-4.1346, -2.2966, -1.5308], [-4.0982, -3.0119, -2.8819], [-3.8060, -2.1074, -4.0763], [-5.4462, 3.5189, -3.6082], [-5.2538, 1.7642, -3.5366], [-3.9705, 2.8293, -2.9362], [-6.7835, 2.6939, -1.7438], [-5.4249, 3.6041, -1.0966], [-5.6543, 0.5659, -1.2602], [-5.8988, 1.5554, 0.1678], [-3.7127, 0.8821, 0.5511], [-3.4000, 2.3862, -0.2960], [-2.9155, 0.6014, -3.1376], [-2.6969, -1.5927, -0.0705], [-1.9654, -2.1432, -1.5627], [-4.9657, -1.5846, -1.5271], [-4.3655, -3.0455, -0.7693], [-5.0665, -3.4944, -3.0329], [-3.3468, -3.8061, -2.8416], [-4.4855, -1.2523, -4.0926], [-3.9406, -2.6590, -5.0065], [-2.7814, -1.7329, -4.0525], [0.4237, 5.9440, 5.4381], [-0.6437, 5.2875, 4.9610], [-2.1604, 5.6749, 5.4791], [-0.4003, 4.2099, 3.9622], [0.8749, 3.8757, 3.5071], [1.0230, 2.8750, 2.5615], [-0.0011, 2.2121, 2.0315], [-1.2236, 2.5236, 2.4709], [-1.4663, 3.4865, 3.4283], [0.2579, 6.6803, 6.1029], [1.3674, 5.7609, 5.1493], [1.7601, 4.3803, 3.8677], [2.0084, 2.5895, 2.2105], [-2.0427, 1.9686, 2.0263], [-2.4720, 3.6907, 3.7644], [2.9706, -3.5598, -2.0638], [2.6081, -2.4049, -1.2624], [2.7643, -2.3210, 0.0588], [3.1767, -3.4119, 0.7203], [2.4769, -0.8893, 0.9037], [2.7597, -3.3475, -3.1069], [2.3963, -4.4393, -1.7647], [4.0362, -3.7865, -1.9743], [2.2969, -1.5667, -1.7208], [3.5091, -4.2344, 0.2447], [3.3589, -3.3202, 1.7034], [-0.6246, -4.3639, 3.4173], [-1.0593, -3.4915, 2.2456], [-0.8548, -1.3410, 2.5231], [-2.6215, -0.9102, 3.7191], [-3.2726, -2.0990, 4.4163], [0.6738, -1.2999, 4.0604], [0.1888, -1.0606, 5.4859], [-0.7861, -5.4179, 3.1813], [-1.1937, -4.1375, 4.3186], [0.4348, -4.2407, 3.6417], [-2.1099, -3.6715, 2.0105], [-0.4799, -3.7380, 1.3539], [-3.3392, -0.4315, 3.0497], [-2.3129, -0.1586, 4.4479], [-3.5578, -2.8764, 3.7069], [-4.1763, -1.7737, 4.9354], [-2.6114, -2.5423, 5.1607], [1.3740, -0.5231, 3.7552], [1.2007, -2.2517, 3.9959], [-0.3189, -0.1002, 5.5847], [1.0369, -1.0557, 6.1732], [-0.4966, -1.8428, 5.8144], [1.3901, 2.2065, -3.7984], [0.7186, 2.8360, -2.5698], [1.7684, 3.3660, -1.5853], [-0.2184, 3.9753, -3.0091], [-0.1230, 1.8270, -1.9192], [-0.8821, 0.9984, -1.4387], [1.9691, 2.9595, -4.3345], [0.6394, 1.8012, -4.4770], [2.0635, 1.4010, -3.5029], [2.3883, 4.1157, -2.0776], [2.4104, 2.5583, -1.2302], [1.2820, 3.8252, -0.7236], [0.3585, 4.7539, -3.5096], [-0.7201, 4.4138, -2.1461], [-0.9758, 3.6051, -3.7010]],
  "forces_ev_per_angstrom": [[0.17, -0.28, 0.49], [-0.06, 0.01, 0.17], [0.04, -0.11, -0.10], [0.08, 0.14, -0.04], [0.01, -0.22, -0.17], [0.27, -0.09, 0.50], [-0.09, 0.24, -0.02], [0.11, -0.04, -0.12], [-0.05, 0.14, -0.02], [-0.06, -0.13, 0.12], [0.03, 0.00, -0.03], [0.04, 0.01, -0.05], [0.02, -0.02, -0.08], [0.00, 0.07, 0.04], [-0.06, 0.00, 0.04], [-0.10, 0.01, 0.03], [0.00, -0.08, 0.00], [0.06, -0.01, 0.00], [0.05, -0.01, -0.07], [-0.22, -0.04, -0.13], [0.04, 0.03, -0.01], [0.05, 0.07, -0.03], [-0.04, -0.04, 0.03], [-0.03, 0.06, 0.04], [0.04, -0.07, 0.00], [-0.03, -0.04, 0.02], [0.02, 0.02, -0.03], [0.04, 0.04, -0.03], [-0.02, 0.05, -0.04], [0.11, -0.13, -0.16], [-0.44, 0.35, 0.44], [0.11, -0.09, -0.10], [0.22, -0.35, -0.36], [-0.15, 0.13, 0.12], [0.12, -0.05, -0.08], [0.05, -0.03, 0.03], [0.03, -0.08, -0.07], [0.04, 0.14, 0.09], [0.02, 0.02, 0.02], [-0.02, 0.01, 0.01], [0.05, -0.09, -0.05], [0.01, 0.06, 0.00], [-0.01, 0.01, 0.03], [-0.03, 0.05, -0.02], [0.01, -0.10, 0.10], [0.04, -0.17, -0.08], [-0.10, 0.04, -0.13], [0.08, -0.09, -0.17], [-0.01, 0.37, 0.25], [-0.04, 0.01, 0.00], [-0.03, 0.01, -0.06], [-0.01, 0.04, -0.01], [0.01, 0.08, 0.03], [-0.01, 0.02, 0.02], [0.01, 0.02, 0.03], [-0.04, 0.01, -0.05], [0.04, 0.23, 0.07], [-0.05, -0.10, 0.05], [0.15, -0.10, -0.13], [0.01, 0.09, 0.02], [-0.17, 0.06, -0.02], [0.00, -0.04, -0.09], [0.01, 0.00, 0.03], [0.05, -0.02, 0.03], [-0.01, -0.01, 0.04], [0.00, 0.05, -0.08], [-0.05, 0.05, -0.04], [0.05, 0.03, -0.03], [-0.01, 0.04, -0.05], [-0.01, -0.03, 0.03], [-0.02, -0.06, 0.00], [-0.02, -0.02, -0.01], [0.03, -0.03, -0.03], [0.05, 0.04, -0.08], [-0.01, -0.01, 0.03], [-0.03, 0.01, 0.03], [-0.01, 0.04, 0.03], [0.00, 0.00, 0.03], [0.04, 0.08, -0.08], [-0.08, -0.07, 0.06], [0.02, -0.02, 0.02], [0.14, -0.18, 0.25], [-0.56, 0.07, -0.44], [0.00, 0.02, 0.02], [0.02, -0.01, -0.02], [0.01, 0.00, 0.00], [0.00, 0.00, -0.01], [0.03, 0.00, 0.00], [0.02, 0.01, 0.01], [0.02, -0.01, -0.01], [0.00, 0.01, -0.01], [0.00, 0.03, -0.01]]
}



(3)
{
  "formula": "C37H33N4OS7Ti",
  "method": "ωB97M-V/def2-TZVPD",
  "gap_ev": [5.413, 5.205],
  "lumo_energy_ev": [-0.60, -0.83],
  "charge": 0,
  "spin_multiplicity": 2,
  "s2": 0.757,
  "e_above_lowest_kcal_mol": 9.8,
  "homo_energy_ev": [-6.0, -6.0],
  "species": ["Ti", "C", "C", "C", "C", "C", "C", "N", "C", "C", "C", "C", "C", "N", "C", "C", "C", "C", "C", "C", "N", "H", "H", "H", "H", "H", "H", "H", "H", "H", "H", "H", "H", "H", "H", "H", "S", "C", "C", "C", "C", "C", "C", "N", "C", "C", "C", "C", "C", "C", "C", "H", "H", "H", "H", "H", "H", "H", "H", "S", "C", "S", "C", "C", "S", "S", "S", "C", "C", "S", "O", "C", "C", "H", "H", "H", "H", "H", "H", "H", "H", "H", "H"],
  "coordinates": [[0.0815, -0.2273, -0.3131], [-2.4761, -3.3943, -0.4641], [-2.3412, -2.3628, -1.5398], [-2.6841, -2.6577, -2.8569], [-2.6184, -1.6690, -3.8211], [-2.2935, -0.3746, -3.4499], [-2.0211, -0.1449, -2.1083], [-1.9706, -1.1271, -1.1968], [-1.9493, 1.2263, -1.5169], [-2.2919, 2.3560, -2.2396], [-2.4468, 3.5404, -1.5420], [-2.3601, 3.5276, -0.1646], [-1.9995, 2.3533, 0.4935], [-1.7081, 1.2461, -0.1992], [-2.0814, 2.2784, 1.9760], [-1.9607, 3.4124, 2.7680], [-2.1214, 3.2744, 4.1369], [-2.3837, 2.0228, 4.6588], [-2.4759, 0.9313, 3.7949], [-2.7238, -0.4549, 4.3172], [-2.3403, 1.0669, 2.4778], [-3.5273, -3.6783, -0.3805], [-1.9063, -4.2939, -0.6973], [-2.1362, -3.0001, 0.4873], [-3.0011, -3.6618, -3.1108], [-2.8507, -1.8958, -4.8547], [-2.2651, 0.4205, -4.1801], [-2.4436, 2.3200, -3.3071], [-2.7016, 4.4534, -2.0651], [-2.6008, 4.4112, 0.4088], [-1.6957, 4.3673, 2.3359], [-2.0220, 4.1335, 4.7884], [-2.5037, 1.8755, 5.7254], [-3.7361, -0.5481, 4.7176], [-2.5939, -1.1778, 3.5147], [-2.0252, -0.6914, 5.1232], [0.9040, 0.3155, 4.2678], [1.1239, 1.9085, 3.6128], [1.4708, 3.0855, 4.2645], [1.6202, 4.2300, 3.5044], [1.4356, 4.2013, 2.1191], [1.0765, 3.0366, 1.4702], [0.9039, 1.8777, 2.2288], [0.5376, 0.6327, 1.7428], [0.5388, -0.2761, 2.6784], [0.4009, -1.6871, 2.3487], [0.5144, -2.6771, 3.3282], [0.5991, -4.0022, 2.9444], [0.6057, -4.3197, 1.5889], [0.4732, -3.3234, 0.6325], [0.3304, -1.9769, 0.9747], [1.6370, 3.1046, 5.3348], [1.9082, 5.1560, 3.9867], [1.5921, 5.1059, 1.5432], [0.9347, 2.9948, 0.3978], [0.5650, -2.4182, 4.3814], [0.6944, -4.7817, 3.6896], [0.7200, -5.3543, 1.2839], [0.4903, -3.5951, -0.4185], [6.2329, 4.0846, -0.8784], [4.9731, 3.0254, -0.9457], [3.4910, 3.3580, -1.7678], [2.6359, 1.8988, -1.3172], [3.2927, 1.0439, -0.5081], [2.6716, -0.4534, 0.1071], [4.9104, 1.5478, -0.0484], [0.9953, 1.6957, -1.8710], [1.1318, -2.7835, -5.6545], [0.8775, -2.8638, -4.1572], [1.0561, -1.2531, -3.3620], [0.7074, -1.5716, -1.9219], [2.8524, -1.0592, -3.4004], [3.6375, -2.2312, -2.8424], [0.9066, -3.7407, -6.1236], [2.1750, -2.5473, -5.8717], [0.5050, -2.0198, -6.1205], [1.5356, -3.5758, -3.6601], [-0.1517, -3.1450, -3.9342], [3.0051, -0.1482, -2.8183], [3.1057, -0.8292, -4.4401], [3.2291, -2.5341, -1.8796], [4.6679, -1.9176, -2.6716], [3.6552, -3.0754, -3.5343]],
  "forces_ev_per_angstrom": [[1.38, -0.27, 0.55], [0.02, -0.01, -0.01], [0.04, 0.05, -0.04], [-0.03, -0.09, 0.00], [0.01, 0.02, -0.04], [0.06, -0.11, 0.04], [-0.04, 0.20, -0.02], [0.00, 0.05, -0.05], [-0.26, -0.14, -0.17], [0.06, 0.11, 0.10], [-0.02, 0.01, -0.13], [0.06, -0.03, 0.14], [-0.04, 0.16, -0.19], [-0.10, 0.05, -0.02], [0.01, -0.17, 0.16], [0.04, 0.00, -0.05], [0.00, 0.01, 0.04], [-0.01, 0.00, 0.02], [0.01, 0.02, -0.08], [0.00, -0.01, 0.03], [0.01, 0.06, 0.01], [-0.01, 0.00, 0.00], [0.00, 0.02, 0.00], [0.00, 0.00, 0.02], [0.00, 0.03, 0.00], [0.00, 0.00, 0.01], [0.00, 0.00, 0.04], [-0.01, -0.02, 0.01], [0.01, -0.02, 0.01], [-0.01, -0.02, -0.03], [-0.01, -0.02, 0.04], [0.00, -0.01, -0.02], [0.01, 0.01, -0.03], [0.02, 0.01, -0.02], [0.00, 0.00, -0.01], [-0.04, 0.01, -0.02], [0.14, 0.03, -0.04], [-0.08, -0.06, -0.15], [0.00, 0.00, 0.08], [0.02, 0.04, 0.06], [0.00, 0.01, -0.09], [-0.01, -0.08, 0.06], [0.05, 0.11, 0.12], [-0.25, -0.13, -0.13], [-0.11, 0.19, -0.06], [0.02, -0.10, 0.01], [-0.02, -0.03, -0.02], [0.00, 0.01, 0.04], [0.01, -0.01, -0.03], [0.01, 0.00, -0.02], [-0.09, 0.18, -0.07], [-0.01, -0.01, -0.04], [-0.01, -0.03, -0.01], [-0.01, -0.04, 0.01], [0.00, 0.03, -0.03], [0.00, 0.01, -0.02], [0.00, 0.01, -0.01], [0.00, 0.01, 0.00], [0.00, -0.01, 0.00], [0.07, -0.10, -0.16], [-0.14, 0.25, 0.42], [0.08, -0.12, -0.09], [0.04, 0.03, 0.00], [0.10, 0.09, 0.04], [-0.26, -0.01, -0.13], [-0.02, -0.03, -0.18], [-0.26, -0.23, 0.10], [0.03, 0.06, 0.00], [0.06, 0.02, 0.03], [0.25, 0.07, -0.32], [-0.60, -0.08, 0.32], [-0.04, 0.05, -0.08], [0.01, 0.03, -0.05], [-0.01, 0.00, 0.00], [-0.04, 0.00, 0.00], [0.03, -0.03, 0.00], [-0.02, 0.04, 0.06], [-0.01, 0.01, -0.02], [0.00, -0.03, 0.02], [-0.06, 0.00, 0.03], [-0.01, -0.03, 0.00], [-0.02, 0.00, 0.00], [0.01, -0.01, 0.04]]
}



(4)
{
  "formula": "C6H12N2O2",
  "method": "ωB97M-V/def2-TZVPD",
  "gap_ev": 9.493,
  "lumo_energy_ev": 0.65,
  "charge": 0,
  "spin_multiplicity": 1,
  "e_above_lowest_kcal_mol": 116.4,
  "homo_energy_ev": -8.8,
  "species": ["C", "N", "C", "C", "C", "N", "C", "C", "O", "H", "H", "H", "H", "H", "H", "H", "H", "H", "H", "H", "O", "H"],
  "coordinates": [[-1.0390, -1.3863, -2.2273], [-1.2324, -0.0813, -1.6224], [-2.0759, 0.0227, -0.4512], [-0.6045, 0.2152, -0.3637], [0.3471, -0.6791, 0.4333], [1.2018, 0.3792, 0.9692], [2.5323, 0.0195, 1.4149], [0.0596, 1.5548, -0.1311], [0.5445, 2.3501, -0.8974], [-1.1958, -2.2273, -1.5291], [-1.7513, -1.4946, -3.0555], [-0.0225, -1.4540, -2.6359], [-2.7406, 0.8876, -0.3948], [-2.4569, -0.9064, -0.0125], [-0.1524, -1.2003, 1.2610], [0.8408, -1.3958, -0.2440], [3.1340, -0.4770, 0.6334], [3.0667, 0.9345, 1.7055], [2.4530, -0.6549, 2.2773], [0.6020, 1.2524, 1.8258], [-0.3318, 2.3536, 1.3826], [-1.1789, 1.9874, 1.6621]],
  "forces_ev_per_angstrom": [[0.12, -0.22, -0.06], [0.05, 0.46, -0.02], [-0.22, 0.01, 0.22], [-0.34, -0.35, 0.98], [-0.60, 0.43, 0.57], [-0.89, 1.81, 2.08], [0.20, 0.11, -0.16], [1.78, 3.62, -1.64], [-1.43, -2.01, 1.70], [0.06, 0.17, -0.07], [0.20, 0.04, 0.23], [-0.26, 0.04, 0.07], [0.11, -0.26, -0.13], [0.05, 0.25, -0.12], [-0.03, -0.40, -0.40], [0.25, 0.30, 0.42], [-0.32, 0.12, 0.14], [-0.13, -0.31, 0.03], [0.30, 0.04, 0.00], [0.96, -2.23, -2.73], [0.40, -1.72, -1.17], [-0.26, 0.08, 0.07]]
}